{
  "formula": "C37H34N4O3S2Zn",
  "method": "ωB97M-V/def2-TZVPD",
  "relative_energy_kcal_mol": 17.0,
  "total_charge": -2,
  "fmax_ha_per_bohr": 0.010,
  "lumo_ha": 0.1563,
  "spin_multiplicity": 1,
  "total_energy_ev": -121114.934,
  "species": ["Zn", "C", "C", "N", "N", "C", "S", "S", "C", "C", "C", "C", "C", "C", "C", "C", "C", "C", "C", "C", "C", "O", "H", "H", "H", "H", "H", "H", "H", "H", "H", "H", "H", "H", "H", "H", "C", "C", "C", "C", "C", "C", "H", "H", "H", "H", "H", "H", "H", "H", "H", "O", "C", "N", "C", "C", "O", "N", "C", "C", "C", "C", "C", "C", "C", "C", "C", "C", "C", "C", "H", "H", "H", "H", "H", "H", "H", "H", "H", "H", "H"],
  "positions_angstrom": [[0.16, -0.01, 0.13], [-2.40, -1.09, -1.63], [-1.03, -1.26, -2.24], [-0.55, -0.27, -2.89], [0.63, -0.48, -3.60], [1.75, -0.24, -3.05], [2.29, 0.15, -1.46], [3.19, -0.38, -4.14], [2.43, -0.67, -5.76], [2.10, -2.09, -6.10], [0.78, -2.48, -6.33], [0.48, -3.78, -6.71], [1.49, -4.72, -6.86], [2.81, -4.35, -6.62], [3.11, -3.05, -6.25], [-0.34, -2.56, -2.06], [-0.39, -3.54, -3.03], [0.22, -4.78, -2.86], [0.88, -5.02, -1.66], [0.93, -4.07, -0.66], [0.31, -2.81, -0.82], [0.37, -1.93, 0.15], [-2.95, -0.30, -2.14], [-2.35, -0.84, -0.57], [-2.96, -2.03, -1.70], [3.17, -0.29, -6.47], [1.54, -0.05, -5.82], [0.00, -1.76, -6.16], [-0.55, -4.06, -6.87], [1.25, -5.74, -7.14], [3.60, -5.08, -6.71], [4.13, -2.76, -6.04], [-0.90, -3.32, -3.96], [0.19, -5.52, -3.65], [1.38, -5.98, -1.50], [1.45, -4.25, 0.27], [-3.00, 4.09, -1.24], [-1.49, 4.21, -0.97], [-1.26, 5.28, 0.10], [-0.78, 4.63, -2.26], [-0.97, 2.90, -0.53], [-0.61, 1.80, -0.18], [-3.40, 5.04, -1.59], [-3.52, 3.78, -0.33], [-3.18, 3.33, -2.00], [-1.64, 6.24, -0.23], [-0.19, 5.37, 0.31], [-1.76, 5.00, 1.03], [-1.15, 5.61, -2.60], [-0.95, 3.90, -3.05], [0.30, 4.69, -2.10], [-3.56, -0.60, 2.73], [-2.40, -0.36, 3.01], [-1.99, -0.02, 4.32], [-0.62, 0.45, 4.29], [-0.27, 0.11, 2.83], [0.86, 0.31, 2.35], [-1.31, -0.37, 2.16], [0.31, -0.34, 5.21], [1.63, 0.09, 5.38], [2.51, -0.63, 6.16], [2.09, -1.81, 6.78], [0.78, -2.24, 6.61], [-0.10, -1.51, 5.82], [-0.54, 1.94, 4.59], [-0.31, 2.90, 3.61], [-0.27, 4.25, 3.95], [-0.47, 4.65, 5.26], [-0.72, 3.70, 6.24], [-0.75, 2.36, 5.91], [-2.67, 0.45, 4.88], [1.96, 0.99, 4.87], [3.53, -0.30, 6.26], [2.78, -2.38, 7.38], [0.45, -3.16, 7.07], [-1.11, -1.85, 5.66], [-0.16, 2.60, 2.57], [-0.07, 4.98, 3.18], [-0.44, 5.70, 5.52], [-0.88, 4.00, 7.27], [-0.91, 1.61, 6.68]],
  "mulliken_charge": [0.25, -1.19, 0.03, -0.81, -0.01, 0.39, -0.54, -0.21, -1.21, 0.68, -0.18, -0.51, -0.40, -0.51, -0.35, 0.35, -0.21, -0.68, -0.42, -0.60, 0.34, -0.50, 0.30, 0.08, 0.42, 0.48, 0.42, 0.23, 0.33, 0.37, 0.36, 0.32, 0.36, 0.37, 0.33, 0.39, -1.70, 2.38, -1.67, -1.72, -0.25, -0.11, 0.39, 0.38, 0.39, 0.41, 0.38, 0.32, 0.40, 0.37, 0.39, -0.77, -0.09, -0.21, 3.76, -0.75, -0.76, -0.08, -0.85, -0.14, -0.81, -0.37, -0.75, -0.54, -0.45, -0.04, -0.81, -0.39, -0.82, -0.22, 0.30, 0.47, 0.38, 0.37, 0.38, 0.39, 0.39, 0.42, 0.38, 0.35, 0.41]
}